[1]
Here is the molecule C7H13N from OMol25. Energies are from ωB97M-V with the def2-TZVPD basis set.

Values from the calculation:
- orbital gap (spin up / spin down) (eV) = 6.776 / 7.686
- E_LUMO (spin up / spin down) (eV) = 0.46 / 1.01
- 2S+1 = 1
- HOMO level (spin up / spin down) (eV) = -6.3 / -6.7

Geometry as XYZ:
```
21
C7H13N | OMol25 | ωB97M-V with the def2-TZVPD basis set
C -0.83 0.29 -0.75
C 0.57 -0.98 0.40
C -1.20 0.26 -2.20
C 0.79 -1.04 1.85
C 1.76 -0.85 -0.50
N -0.70 -0.94 -0.10
C -0.67 1.53 -0.05
C -0.73 1.76 1.28
H -1.48 -1.45 0.32
H -0.51 2.39 -0.69
H -2.07 -0.40 -2.35
H -0.40 -0.14 -2.83
H -1.46 1.25 -2.58
H 1.75 -1.48 2.12
H 0.77 0.00 2.23
H -0.02 -1.56 2.37
H 2.31 0.08 -0.29
H 1.47 -0.85 -1.55
H 2.44 -1.69 -0.34
H -0.69 2.78 1.67
H -1.09 1.02 1.98
```

Let us look at the Mulliken charges, expressed in e, one per atom: atom 1 (C): 0.311, atom 2 (C): 0.726, atom 3 (C): -1.078, atom 4 (C): -1.271, atom 5 (C): -1.226, atom 6 (N): -0.128, atom 7 (C): -0.240, atom 8 (C): -1.078, atom 9 (H): 0.275, atom 10 (H): 0.276, atom 11 (H): 0.287, atom 12 (H): 0.215, atom 13 (H): 0.386, atom 14 (H): 0.383, atom 15 (H): 0.247, atom 16 (H): 0.328, atom 17 (H): 0.267, atom 18 (H): 0.296, atom 19 (H): 0.394, atom 20 (H): 0.271, atom 21 (H): 0.361


[2]
Here is the molecule C7H13N in a non-equilibrium geometry from OMol25. Energies are from ωB97M-V with the def2-TZVPD basis set.

Values from the calculation:
- orbital gap (eV) = 9.752
- structure (SMILES) = C=C/C=C/C[C@H](C)N
- E_LUMO (eV) = 1.15
- 2S+1 = 1
- HOMO level (eV) = -8.6

Geometry as XYZ:
```
21
C7H13N | OMol25 | ωB97M-V with the def2-TZVPD basis set
C 2.24 -1.72 3.22
C 1.88 -1.73 1.92
C 1.41 -0.39 1.37
C 0.62 -0.37 0.27
C 0.13 0.84 -0.41
C -1.28 0.92 -0.98
C -1.54 -0.07 -2.26
N -1.83 2.25 -1.46
H 2.25 -0.92 3.89
H 2.76 -2.58 3.42
H 1.77 -2.66 1.31
H 1.74 0.53 1.70
H 0.26 -1.32 -0.19
H 0.23 1.74 0.25
H 0.89 1.01 -1.21
H -2.06 0.54 -0.18
H -0.52 -0.27 -2.56
H -2.11 0.27 -3.15
H -2.24 -0.94 -2.01
H -2.14 2.76 -0.72
H -2.49 2.11 -2.22
```

Let us look at the Mulliken charges, expressed in e, one per atom: atom 1 (C): -0.877, atom 2 (C): -0.193, atom 3 (C): -0.255, atom 4 (C): -0.128, atom 5 (C): -0.880, atom 6 (C): 0.564, atom 7 (C): -1.233, atom 8 (N): -0.652, atom 9 (H): 0.313, atom 10 (H): 0.299, atom 11 (H): 0.275, atom 12 (H): 0.448, atom 13 (H): 0.264, atom 14 (H): 0.232, atom 15 (H): 0.218, atom 16 (H): 0.161, atom 17 (H): 0.280, atom 18 (H): 0.484, atom 19 (H): 0.238, atom 20 (H): 0.216, atom 21 (H): 0.226


[3]
Here is the molecule C7H13N in a non-equilibrium geometry from OMol25. Energies are from ωB97M-V with the def2-TZVPD basis set.

Values from the calculation:
- orbital gap (eV) = 8.251
- structure (SMILES) = C/C=C(/N)C=C(C)C
- E_LUMO (eV) = 0.90
- 2S+1 = 1
- HOMO level (eV) = -7.3

Geometry as XYZ:
```
21
C7H13N | OMol25 | ωB97M-V with the def2-TZVPD basis set
C 0.43 -1.99 -0.53
C 1.08 -0.64 -0.64
C 1.40 0.20 0.45
N 2.67 0.68 0.72
C 0.23 0.59 1.11
C -0.86 0.51 0.22
C -2.19 0.02 0.72
C -0.97 1.34 -1.04
H -0.26 -2.16 -1.37
H 1.18 -2.79 -0.58
H -0.12 -2.09 0.40
H 1.74 -0.56 -1.51
H 3.43 0.29 0.21
H 2.75 1.57 1.19
H 0.13 0.73 2.18
H -2.98 0.77 0.61
H -2.14 -0.27 1.77
H -2.48 -0.87 0.15
H -1.43 0.77 -1.85
H -1.62 2.20 -0.85
H 0.00 1.70 -1.37
```

Let us look at the Mulliken charges, expressed in e, one per atom: atom 1 (C): -1.148, atom 2 (C): -0.542, atom 3 (C): 0.527, atom 4 (N): -0.469, atom 5 (C): -0.792, atom 6 (C): 0.935, atom 7 (C): -1.467, atom 8 (C): -1.324, atom 9 (H): 0.283, atom 10 (H): 0.361, atom 11 (H): 0.277, atom 12 (H): 0.397, atom 13 (H): 0.211, atom 14 (H): 0.199, atom 15 (H): 0.422, atom 16 (H): 0.410, atom 17 (H): 0.374, atom 18 (H): 0.299, atom 19 (H): 0.296, atom 20 (H): 0.402, atom 21 (H): 0.350


[4]
Here is the molecule C7H13N in a non-equilibrium geometry from OMol25. Energies are from ωB97M-V with the def2-TZVPD basis set.

Values from the calculation:
- orbital gap (eV) = 9.460
- structure (SMILES) = CC(C)C1=NC1(C)C
- E_LUMO (eV) = 0.94
- 2S+1 = 1
- HOMO level (eV) = -8.5

Geometry as XYZ:
```
21
C7H13N | OMol25 | ωB97M-V with the def2-TZVPD basis set
C 1.11 0.20 1.80
C -0.31 -0.38 1.54
C -1.30 0.70 1.92
C -0.25 -0.76 0.12
N -0.27 -1.78 -0.61
C 0.01 -0.51 -1.43
C 1.43 -0.39 -1.93
C -1.11 0.29 -2.11
H 1.45 1.10 1.33
H 1.75 -0.64 1.38
H 1.37 0.05 2.91
H -0.48 -1.39 2.04
H -1.00 1.61 1.49
H -1.24 0.80 3.00
H -2.30 0.44 1.71
H 2.20 -0.43 -1.13
H 1.62 0.50 -2.65
H 1.61 -1.26 -2.65
H -1.17 0.47 -3.19
H -1.07 1.41 -1.73
H -2.07 -0.04 -1.81
```

Let us look at the Mulliken charges, expressed in e, one per atom: atom 1 (C): -1.325, atom 2 (C): 0.874, atom 3 (C): -1.505, atom 4 (C): -0.617, atom 5 (N): -0.789, atom 6 (C): 1.510, atom 7 (C): -1.174, atom 8 (C): -1.420, atom 9 (H): 0.369, atom 10 (H): 0.320, atom 11 (H): 0.330, atom 12 (H): 0.358, atom 13 (H): 0.349, atom 14 (H): 0.393, atom 15 (H): 0.426, atom 16 (H): 0.295, atom 17 (H): 0.293, atom 18 (H): 0.293, atom 19 (H): 0.379, atom 20 (H): 0.221, atom 21 (H): 0.422


[5]
Here is a structure of composition C7H13N in a non-equilibrium geometry from OMol25. Energies are from ωB97M-V with the def2-TZVPD basis set.

Values from the calculation:
- orbital gap (eV) = 8.651
- E_LUMO (eV) = 0.82
- 2S+1 = 1
- HOMO level (eV) = -7.8

Geometry as XYZ:
```
21
C7H13N | OMol25 | ωB97M-V with the def2-TZVPD basis set
C -1.83 1.08 -0.47
C -0.65 1.09 0.47
C -0.55 1.56 1.77
C 0.31 0.22 -0.05
C 0.08 -0.55 -1.29
C 0.85 -1.76 -1.09
C 1.48 -0.35 0.66
H -2.00 2.14 -1.24
H -2.70 0.95 0.29
H -2.40 0.13 -1.12
H 0.15 0.84 2.45
H 0.10 2.43 1.20
H -1.75 1.96 2.24
H 0.25 -0.12 -2.06
H -1.13 -0.60 -1.20
H 1.29 -2.29 -1.96
H 0.31 -2.67 -0.63
H 2.75 -2.02 -0.13
H 1.06 -1.23 1.40
H 2.30 0.39 1.15
N 2.10 -1.21 -0.40
```

Let us look at the Mulliken charges, expressed in e, one per atom: atom 1 (C): -1.103, atom 2 (C): 0.628, atom 3 (C): -0.803, atom 4 (C): 0.166, atom 5 (C): -0.243, atom 6 (C): -0.660, atom 7 (C): -0.588, atom 8 (H): 0.151, atom 9 (H): 0.307, atom 10 (H): 0.370, atom 11 (H): 0.238, atom 12 (H): 0.221, atom 13 (H): 0.260, atom 14 (H): 0.518, atom 15 (H): -0.242, atom 16 (H): 0.279, atom 17 (H): 0.250, atom 18 (H): 0.244, atom 19 (H): 0.251, atom 20 (H): 0.245, atom 21 (N): -0.489


[6]
Here is the molecule C7H13N from OMol25. Energies are from ωB97M-V with the def2-TZVPD basis set.

Values from the calculation:
- orbital gap (eV) = 10.135
- structure (SMILES) = C=CCN/C=C/CC
- E_LUMO (eV) = 1.19
- 2S+1 = 1
- HOMO level (eV) = -8.9

Geometry as XYZ:
```
21
C7H13N | OMol25 | ωB97M-V with the def2-TZVPD basis set
C -3.40 1.12 0.60
C -2.25 0.54 0.31
C -2.12 -0.84 -0.27
N -0.96 -0.92 -1.17
C 0.28 -0.98 -0.46
C 1.32 -0.24 -0.77
C 2.64 -0.30 -0.05
C 2.95 1.02 0.66
H -4.34 0.62 0.41
H -3.43 2.11 1.05
H -1.30 1.04 0.50
H -3.02 -1.08 -0.84
H -2.02 -1.56 0.56
H -1.04 -1.75 -1.75
H 0.33 -1.68 0.38
H 1.24 0.48 -1.58
H 2.62 -1.11 0.68
H 3.43 -0.53 -0.76
H 3.92 0.97 1.15
H 2.19 1.22 1.41
H 2.96 1.86 -0.04
```

Let us look at the Mulliken charges, expressed in e, one per atom: atom 1 (C): -0.820, atom 2 (C): 0.012, atom 3 (C): -0.417, atom 4 (N): -0.403, atom 5 (C): -0.488, atom 6 (C): -0.123, atom 7 (C): -0.442, atom 8 (C): -1.115, atom 9 (H): 0.251, atom 10 (H): 0.270, atom 11 (H): 0.245, atom 12 (H): 0.394, atom 13 (H): 0.260, atom 14 (H): 0.266, atom 15 (H): 0.223, atom 16 (H): 0.324, atom 17 (H): 0.295, atom 18 (H): 0.310, atom 19 (H): 0.349, atom 20 (H): 0.298, atom 21 (H): 0.312


What molecular weight values result from the calculations? In sequence: 111.2, 111.2, 111.2, 111.2, 111.2, 111.2 g/mol.
What energy above the lowest of the compared OMol25 structures with the same formula, charge and spin values result from the calculations? In sequence: 74.4, 67.6, 58.5, 65.7, 182.2, 34.2 kcal per mole.